# 1
This record from the OMol25 dataset describes the molecule C3H2N2S at a distorted geometry. The level of theory is wB97M-V/def2-TZVPD.

As for the HOMO energy (spin up / spin down): -9.05 / -8.75 eV. The calculation puts the energy above the lowest of the compared OMol25 structures with the same formula, charge and spin at 4.884 eV. For the HOMO-LUMO gap (spin up / spin down), the calculation gives 8.710 / 6.371 eV.

Geometry as XYZ:
```
8
Properties=species:S:1:pos:R:3:forces:R:3
S -2.42297 0.39389 1.53796 -0.1 -0.5 0.3
N -0.31470 0.81220 -0.29483 -1.7 0.5 0.9
N -1.25278 -0.87386 1.26991 -0.8 -1.4 1.4
C 1.45698 -0.63505 -0.55926 1.6 -0.5 -0.7
C -0.95141 0.12412 0.53489 1.4 2.6 -2.4
C 0.88149 0.46235 -0.92765 -0.4 -0.4 0.4
H 1.19558 1.16900 -1.67832 0.2 -0.1 -0.1
H 1.40781 -1.45265 0.11730 -0.2 -0.3 0.3
```
Forces are in eV/Å.



# 2
This record from the OMol25 dataset describes an isolated ion of composition C5H8N and charge +1 at a distorted geometry. The level of theory is wB97M-V/def2-TZVPD.

As for the HOMO energy: -13.49 eV. The total charge is +1. The calculation puts the energy above the lowest of the compared OMol25 structures with the same formula, charge and spin at 5.361 eV. As for the structure (SMILES): C[NH2+][C@@H]1C2=C[C@H]21. For the HOMO-LUMO gap, the calculation gives 9.517 eV.

Geometry as XYZ:
```
14
Properties=species:S:1:pos:R:3:forces:R:3
H -2.20428 0.89233 0.58800 -0.3 0.7 1.0
H -1.47316 0.88610 -1.03693 0.0 -1.3 1.4
C -1.81175 0.24666 -0.14622 -2.9 -0.7 -2.4
H -1.05671 -1.69964 0.03353 0.4 2.3 1.2
H -0.65532 -0.80093 1.48209 -0.8 0.7 -2.6
C 0.49449 -0.39671 -0.29871 -0.2 0.2 0.7
C 1.20691 0.80194 0.12474 -0.3 0.6 0.0
C 1.86479 -0.95792 0.19073 -0.6 0.5 0.4
C 2.42316 0.28968 -0.12901 1.2 -0.9 -0.1
N -0.82391 -0.68534 0.39538 1.9 -3.7 0.5
H 0.33215 -0.53572 -1.33854 -0.2 0.0 -0.8
H 3.39106 0.71473 -0.10225 0.8 0.1 -0.2
H -2.69813 -0.42243 -0.50970 1.5 1.5 0.6
H 1.01071 1.66725 0.74689 -0.6 -0.1 0.2
```
Forces are in eV/Å.



# 3
This record from the OMol25 dataset describes the molecule C4H9NO2. The level of theory is wB97M-V/def2-TZVPD.

As for the HOMO energy: -9.80 eV. The calculation puts the energy above the lowest of the compared OMol25 structures with the same formula, charge and spin at 1.092 eV. As for the structure (SMILES): O=CNCCCO. For the HOMO-LUMO gap, the calculation gives 10.504 eV.

Geometry as XYZ:
```
16
Properties=species:S:1:pos:R:3:forces:R:3
C 0.27702 0.23771 0.80059 -0.4 -0.3 -0.2
H -0.30376 1.43563 -0.87414 -0.1 0.0 -0.1
N 1.30084 -0.49985 0.09469 0.7 -0.1 0.0
C 2.56981 -0.02927 -0.02890 -0.2 0.3 -0.2
H -1.43219 1.47310 0.46335 -0.2 0.0 0.0
H -0.18659 -0.42552 1.53042 0.0 0.0 0.1
O -2.10489 -1.26361 0.03324 0.1 0.0 0.1
H 1.26660 -1.49958 -0.06009 -0.5 0.1 0.1
H 0.75953 1.04037 1.35037 0.0 0.1 0.1
H 2.66561 1.04971 0.20870 0.0 -0.1 0.1
H -0.97565 -0.75986 -1.55841 0.0 -0.2 -0.1
H -2.43470 0.21314 -1.38416 0.1 0.0 0.0
C -0.79613 0.80907 -0.12807 0.3 0.1 0.3
C -1.60885 -0.25725 -0.83581 -0.2 0.2 -0.1
H -2.50251 -0.83636 0.79839 -0.1 0.0 0.0
O 3.50585 -0.68743 -0.41015 0.3 -0.1 -0.1
```
Forces are in eV/Å.



# 4
This record from the OMol25 dataset describes a 10-piece molecular cluster, C42H112B3F12N7O14 overall at a distorted geometry. The level of theory is wB97M-V/def2-TZVPD.

As for the HOMO energy: -16.03 eV. The total charge is +4. The calculation puts the energy above the lowest of the compared OMol25 structures with the same formula, charge and spin at 3.836 eV. For the HOMO-LUMO gap, the calculation gives 8.317 eV.

Geometry as XYZ:
```
190
Properties=species:S:1:pos:R:3:forces:R:3
H 3.77619 -4.39881 -0.39734 0.6 -0.2 -0.4
H 0.93663 -5.07961 0.11668 -0.1 0.2 0.6
H -1.77114 3.54161 -4.28065 -0.3 -0.2 0.2
H -5.56354 -3.20549 5.80015 -0.6 0.9 -0.6
B -0.17768 -0.33806 0.21188 -0.7 0.4 -1.2
H -0.42303 -2.71510 -5.39967 0.4 -0.8 0.4
C -4.59973 -2.76747 6.05962 -1.9 -1.6 1.0
C 2.27669 -2.60094 -1.81378 -1.6 -1.1 -0.6
C 5.91718 2.72914 -0.37379 1.6 -0.9 -0.5
H -2.74815 0.04747 3.65707 -0.1 -0.1 0.2
H -7.16163 -3.82662 -0.61642 0.4 0.3 0.5
C -4.61943 3.70636 1.65026 -1.1 0.7 0.4
C 4.53258 7.74505 0.39672 1.5 0.5 1.6
H -3.40273 0.92115 -5.09656 -0.3 0.3 0.1
H -1.38027 3.00231 1.90278 0.3 -0.9 0.7
C -4.62832 -4.41673 1.55028 1.2 -1.4 0.7
H 4.63860 3.99115 7.06205 -0.3 -0.3 -0.2
H -1.17220 -0.55451 4.04900 -0.2 -0.2 0.5
H -5.89398 -1.66109 -1.52774 -0.4 0.4 -0.2
H -6.62517 5.85715 1.54885 -0.3 0.2 0.0
H 4.16814 0.71414 8.70543 -0.6 0.4 0.5
H -4.82317 -4.23042 -2.57881 0.0 -0.2 0.7
C -5.67346 -3.60887 -2.29818 -1.1 -0.5 -0.4
H 4.90712 3.03829 8.54101 0.5 0.2 -0.1
H -7.29998 -5.80669 0.70867 -0.2 0.5 -0.1
C 4.16451 3.35306 7.80783 0.6 -1.4 1.2
C 4.21257 0.90145 7.63256 0.6 0.1 1.8
C -6.78813 -4.40995 -1.45804 1.3 1.0 -1.4
F -5.22210 -1.33045 1.94195 1.6 0.8 -1.3
H -2.21078 4.97530 -3.33414 -0.5 -0.1 0.0
C -2.01644 -3.17501 2.67236 1.2 1.6 -0.5
H 2.89176 -3.32491 -2.34826 0.3 0.0 0.4
H -2.63124 -3.59787 3.46691 0.1 0.4 0.1
H -5.76506 6.31532 0.07710 0.6 0.2 0.2
N 1.23294 -3.44914 -1.09651 0.8 -0.5 -0.9
O 4.61702 2.80925 0.12205 -1.2 1.6 -0.4
H 2.43618 -1.36676 -3.38309 0.1 0.2 -0.8
H 1.72764 -2.43776 6.41867 0.2 0.1 0.0
C -3.30431 -1.42722 -3.26892 -1.9 0.5 1.0
H -1.71810 -3.25787 0.58583 0.1 -0.4 -0.3
H -3.21348 -1.67384 2.41467 -0.8 0.8 -0.9
C -7.15194 -6.29981 -0.25207 -0.6 -1.0 0.0
H 1.83957 0.52482 6.31681 0.2 1.1 -0.7
C 2.85429 6.65753 -0.75417 1.1 -0.1 -1.2
O 0.91370 -2.74940 -3.76696 -0.1 -0.1 0.3
O 2.38352 0.77079 -4.95322 -1.5 0.6 -2.9
H 1.84779 0.55500 -7.00004 -0.2 -0.4 0.4
H -3.54028 -1.00455 -1.00522 -1.0 0.3 -0.4
H 1.65317 -0.36705 7.60522 0.1 0.2 0.7
C 0.18005 -2.06732 -4.76346 -0.4 0.1 -1.0
H -6.04342 -3.29858 -3.27540 -0.3 0.3 0.2
H -6.89859 -7.32623 0.01324 0.9 0.1 -0.4
F -3.37477 0.10358 1.27147 0.7 -0.2 -0.8
N 4.61347 1.33018 -7.09807 -2.0 -0.6 1.0
H 3.52345 7.02825 -1.53063 -0.3 -0.6 -1.0
H -4.71457 3.17226 0.70486 -0.1 -0.3 -0.1
C -3.30464 3.40207 2.33525 0.0 -0.9 -0.2
H -0.60981 4.47640 -3.42550 0.7 -0.4 0.7
H -3.12156 2.38367 2.67795 -1.3 -0.4 -0.4
H -3.11214 -2.56727 -1.49230 -0.1 -0.3 0.1
H 3.46871 3.89394 8.44924 -0.5 0.0 -0.6
H 1.97376 1.15499 -2.94602 0.0 -0.6 -0.2
H -1.61851 4.63284 -0.88931 -0.5 0.8 0.3
C 3.69049 -0.44024 7.00414 -1.5 1.7 -2.2
H -5.17118 -2.70898 -0.57535 0.2 0.0 0.8
H 3.76985 1.92827 -1.60170 -0.1 0.6 -0.2
H 3.79007 -1.37875 7.54947 0.5 0.5 0.3
F -0.65567 3.24202 4.61034 0.0 2.5 0.0
C 1.57756 -1.84273 -2.90947 0.5 0.6 -0.8
H -0.57817 -1.38509 -4.37906 0.3 0.4 0.5
O -3.70579 -3.54101 0.89658 0.9 0.0 -0.2
H 7.00324 -0.51478 -6.93254 -0.4 1.1 -0.5
O -1.89671 3.21729 -2.25991 -0.1 -0.6 -0.2
H -5.70880 -4.29739 1.47019 0.3 1.2 -0.4
B -0.18032 1.99481 4.71334 -1.0 -1.2 1.2
H 1.79539 -3.56176 0.71886 0.7 -1.2 1.3
N 2.24551 4.38108 0.16663 1.0 -1.2 -2.0
B -4.74756 -0.05582 1.27451 -2.7 -1.0 2.0
H -4.56704 -0.16968 -5.93447 -0.5 0.4 0.4
H 0.91106 -1.00754 -2.69425 -0.2 -0.2 0.9
C 2.16035 2.85330 -0.20611 0.8 -0.2 0.4
H -2.99485 -0.60128 -5.73671 0.5 -0.9 0.8
H 4.78243 -5.98139 -2.33727 -0.2 1.5 0.4
H 6.49893 -1.18977 -5.52802 0.2 1.0 1.2
C 5.32435 0.69064 -5.85375 1.8 0.3 -2.1
N 2.14440 -0.34825 6.72293 0.1 -1.5 0.4
H 3.48743 2.97273 -6.31530 0.3 0.1 -0.1
H 0.50342 -2.84138 -0.75224 -0.2 0.5 0.8
O 3.00403 -1.46923 3.95334 0.6 -0.5 0.2
O 2.73736 -5.77840 -1.59780 -0.9 1.6 0.8
H -1.75188 -1.15162 1.83572 0.2 0.0 0.0
H 3.64638 -7.06157 -2.90527 -0.8 0.2 -0.1
C 3.27074 2.11510 -6.95218 1.1 0.3 1.3
F 1.07963 1.77326 5.21978 1.9 0.6 0.5
F 0.99449 0.07618 -0.36778 1.4 0.6 -1.3
C -3.78414 -0.09655 -5.17961 0.2 0.6 -1.3
H 6.03590 2.26866 -1.35459 -0.7 -0.2 -0.3
H 1.43008 2.84827 -1.01529 0.2 -0.3 -0.1
H 2.73071 4.74991 -1.94605 1.0 -0.3 0.7
O -4.15262 -1.89579 5.10001 0.3 0.3 -1.9
O 3.59192 2.12875 7.26624 -0.9 -0.5 -0.8
H 4.17241 -7.20600 -1.32425 -0.1 0.0 0.5
H -4.79531 -2.29679 7.02311 0.6 -0.1 0.2
H 5.28788 1.05690 7.54516 0.3 -0.7 -0.8
F -1.21482 -0.47484 -0.75405 0.5 -0.1 0.1
C 1.67232 -1.46303 4.40879 -0.5 1.9 0.2
H 1.21360 2.03994 -6.33600 0.1 0.1 0.4
C -2.21177 -0.86067 3.93215 0.2 0.2 -0.2
F -5.31417 -0.02352 0.00285 0.4 0.0 -0.2
H 1.47431 4.75196 0.70310 -0.3 -0.5 0.5
H -3.15179 3.88805 3.29886 0.5 1.1 -0.6
H -7.70110 -4.52403 -2.04248 0.1 -0.3 -0.5
C -3.79557 -1.75824 -1.75014 1.0 -1.5 -2.3
H -2.69112 -0.86943 6.08609 -0.1 1.1 -0.4
O -6.22180 -5.62841 -1.08586 0.1 -0.1 0.6
O 3.72227 6.61266 0.34384 -1.8 -1.1 0.8
H -4.13658 -3.75292 6.10959 1.5 0.3 0.4
F -0.24433 1.43808 3.48349 0.3 -0.9 -3.0
H 1.27318 -0.51219 4.05568 -0.4 0.4 0.2
H 4.18022 -1.19732 2.26997 0.1 -0.7 0.4
H 5.37205 7.59399 -0.28194 -0.2 0.7 -0.5
H 6.14842 1.37851 -5.66446 0.0 0.1 0.2
H 3.77796 -2.85609 -6.78194 -0.4 0.4 0.2
H 1.73577 2.28763 0.62326 -0.1 0.4 0.2
H 1.26703 5.28828 -1.44028 -0.3 0.3 0.3
H 4.97996 7.78491 1.38987 0.1 -0.4 0.1
C -2.31828 -3.82399 1.29814 -1.2 1.7 0.6
F -0.52216 0.51036 1.18819 -0.9 1.5 1.1
F 0.07621 -1.54116 0.80436 0.2 -2.8 0.6
H 3.02017 2.22690 -3.81114 -0.3 1.0 0.4
N -5.21701 -2.41054 -1.53916 1.8 1.1 0.1
H 2.84850 -1.95047 -1.15195 -0.3 -0.3 0.2
H 4.38594 0.56926 -7.72203 -0.1 -0.9 -0.2
C 2.29118 5.22998 -1.07173 -0.7 1.2 -0.5
O -4.79355 5.09123 1.43411 5.1 0.1 1.1
H 3.13953 -5.75741 0.49339 0.3 -0.6 -0.2
H -6.33956 4.70010 0.26290 -0.4 -0.1 -0.2
H 6.46226 3.66487 -0.49789 -0.6 0.5 0.5
H -1.04007 2.36080 -0.08493 0.0 0.2 0.0
C 2.09287 1.66154 -3.90379 0.9 0.3 0.5
H -8.07671 -6.43534 -0.81290 -0.4 0.4 0.2
C -2.82801 -1.51446 5.21817 1.4 0.0 -0.2
H 2.98851 -0.04821 2.36186 -0.9 0.3 0.4
H 1.02667 -2.17095 3.88909 0.1 -0.8 0.3
H -4.43994 -5.41251 1.14900 0.0 -0.3 0.1
C -2.05320 2.75113 0.01155 -0.2 1.3 -0.6
H -5.47552 3.49298 2.29033 0.3 -1.2 0.2
H -1.61166 4.34031 1.28207 -0.9 1.1 -0.3
H 4.01895 8.70640 0.40577 -0.3 -0.1 -1.0
C 4.44862 -2.34781 -6.08913 0.5 -0.2 -1.6
H 3.94931 -1.65915 -5.40757 -0.1 0.0 -0.1
H -0.96083 -3.11620 2.93757 0.2 -1.4 0.0
H 3.69911 1.14427 -0.04998 -1.5 -0.5 -0.2
H -2.32628 -0.95029 -3.20480 0.1 0.0 0.4
H 0.84792 -1.55613 -5.45682 0.1 0.3 0.2
H 0.74242 -4.07064 -1.72359 0.2 0.1 -1.2
H 0.37572 -1.35509 6.12916 0.0 0.2 -0.1
C 2.07655 1.37428 -6.31846 1.4 -1.4 0.3
H 4.90404 -3.19535 -5.57690 0.6 0.4 0.4
C 6.07929 -0.63430 -6.36674 0.5 -0.9 2.0
H -2.07719 -4.88579 1.34885 -0.2 -0.1 -0.3
F -5.26307 0.90201 2.11465 -0.1 0.9 -0.1
H 2.10839 7.45232 -0.75956 -0.5 -0.2 0.9
C 3.14184 -1.10344 2.58787 0.5 0.0 0.0
H 2.51691 -1.72982 1.95132 -0.2 0.1 -0.1
H 6.51742 2.09618 0.27980 0.0 0.0 0.2
H 5.17237 1.92229 -7.69567 0.9 0.3 0.3
N -2.21873 -1.64034 2.58626 -2.9 -2.6 2.7
C 3.56987 2.10666 -0.54516 0.5 0.9 1.3
C -2.32845 3.82513 -1.06732 1.4 -1.3 0.6
H -3.38605 4.07857 -0.99413 0.0 0.5 -0.5
H 3.09224 4.62511 0.66017 0.8 -0.2 0.7
F -1.01706 1.24670 5.52402 -1.1 -0.8 1.2
C 2.96315 -5.12450 -0.37633 0.5 0.9 0.4
H -4.33907 -4.40662 2.60115 -0.6 -0.2 0.2
C -5.88966 5.52423 0.81653 -3.3 -0.1 -1.3
C 1.75204 -4.36807 -0.01332 -2.1 1.6 -0.2
H 1.18638 2.25674 -4.01385 0.1 0.2 -0.4
N -2.10673 3.46491 1.37518 0.9 -0.9 0.4
C 1.44411 -1.49016 5.96067 1.2 0.0 -1.1
H -2.17782 -2.31462 5.57185 0.0 -1.0 -0.5
H 3.13636 2.48842 -7.96741 -0.7 -0.1 0.1
C 3.84401 -6.44291 -2.02990 2.1 -3.3 -1.2
H 4.69347 0.72339 -4.96549 -0.3 -0.6 -0.6
O -4.21915 -0.56688 -3.94081 0.1 -0.7 0.9
H -2.70444 1.89885 -0.18237 -0.3 0.1 1.0
C -1.61440 4.06293 -3.33633 -0.4 1.0 -0.9
H 4.08855 -0.52525 5.99299 0.1 -0.4 0.1
O 5.37970 -1.64725 -6.98742 -2.3 -0.1 -0.1
H -3.21015 -2.31510 -3.89413 0.1 -0.5 0.3
```
Forces are in eV/Å.



# 5
This record from the OMol25 dataset describes the molecule C21H24N6O2 at a distorted geometry. The level of theory is wB97M-V/def2-TZVPD.

As for the HOMO energy: -8.57 eV. The calculation puts the energy above the lowest of the compared OMol25 structures with the same formula, charge and spin at 0.000 eV. As for the structure (SMILES): Cc1ccc(C)c(NC(=O)Cn2nnc(C(=O)Nc3c(C)cccc3C)c2N)c1. For the HOMO-LUMO gap, the calculation gives 9.149 eV.

Geometry as XYZ:
```
53
Properties=species:S:1:pos:R:3:forces:R:3
O -1.40555 4.00072 2.27383 0.0 0.2 0.1
H -0.60045 -0.85983 -4.68040 -0.1 0.0 0.0
C 3.01665 -2.78458 -3.67367 -0.1 0.1 0.0
H -3.46602 3.15360 2.12673 -0.1 0.0 -0.1
H 2.57105 -4.58955 -6.49877 0.0 -0.1 -0.1
H 0.00444 0.67264 4.74881 0.1 0.0 0.0
C 2.33967 -3.92228 -5.68198 0.0 0.0 0.0
H -0.98647 -2.01653 -3.41487 -0.1 0.0 0.1
H 5.01000 -2.90898 -2.91203 0.1 0.0 0.0
C 0.58705 1.93442 -1.06759 0.2 -0.8 0.1
C -2.98541 1.49701 3.38025 0.1 0.0 -0.1
H 0.02165 3.76987 -1.77835 0.0 0.0 0.0
N 0.02281 2.77920 -1.95150 -0.1 0.3 -0.1
N 1.48494 -1.32590 -2.52284 0.1 -0.2 0.3
C -3.25885 0.43438 5.53901 0.1 0.0 0.0
H 4.27440 -4.10131 -4.78713 0.1 0.0 0.0
C 4.05369 -2.47305 -2.63538 0.0 0.0 -0.1
H -1.26887 0.36898 7.71981 0.0 0.0 0.1
C -1.30015 -0.35178 6.90228 0.0 0.1 0.0
C -1.06956 0.76812 4.66768 -0.1 0.0 0.0
C -3.79136 1.02055 4.40837 0.1 0.0 0.0
H 1.42640 3.48443 1.67810 -0.1 0.0 -0.2
C 1.08630 -3.34939 -5.58924 0.1 0.0 0.0
C 0.76339 -2.49026 -4.54626 0.0 0.0 0.1
N 1.30326 0.99221 0.80081 0.5 0.0 0.9
C -0.61472 -1.92147 -4.43477 0.0 0.1 -0.1
C -3.59504 2.07159 2.14228 0.0 0.2 0.0
H -4.86397 1.10368 4.30854 -0.1 0.0 0.0
H 0.09703 1.23788 2.36120 -0.2 0.1 0.0
H -1.90829 -1.19458 7.22369 0.0 -0.1 0.1
C 1.04935 -0.04739 -2.59042 0.1 0.0 0.2
N 0.79693 2.12861 0.25351 0.0 -0.4 -1.2
H 4.18035 -1.39637 -2.52721 0.0 0.1 0.1
C 1.74867 -2.19645 -3.60109 0.1 -0.2 -0.5
H 0.10842 2.45729 -2.90920 0.0 0.1 0.0
H -0.28673 -0.69809 6.71568 0.1 -0.1 0.0
H 0.33103 4.14506 0.44091 0.0 -0.1 0.1
C -1.60425 1.38532 3.54214 -0.3 0.0 0.3
C 1.00429 0.61290 -1.28748 -0.3 1.1 0.0
H 1.83320 -1.60577 -1.61437 -0.1 0.1 0.0
O 0.73757 0.55477 -3.61101 0.0 0.1 -0.1
C 0.53990 3.27691 1.06843 -0.3 0.3 0.5
H -4.65674 1.84303 2.09828 -0.1 -0.1 0.0
H -1.29582 -2.43092 -5.11144 -0.1 -0.1 0.0
H -3.10871 1.66962 1.25366 0.0 0.0 -0.1
H 3.76411 -2.87701 -1.66398 0.1 0.0 0.1
C -1.88359 0.28675 5.67881 0.0 0.0 -0.1
C -0.65196 3.08421 2.03607 0.4 0.2 -0.4
H 0.33518 -3.57750 -6.33135 -0.1 0.0 -0.1
N 1.42267 0.10937 -0.10818 0.0 -0.3 -0.1
C 3.29617 -3.64765 -4.72061 0.0 0.0 0.0
H -3.91564 0.07391 6.31723 -0.1 -0.1 0.1
N -0.69240 1.84962 2.56499 0.1 -0.5 0.1
```
Forces are in eV/Å.



# 6
This record from the OMol25 dataset describes the molecule C4H7NO. The level of theory is wB97M-V/def2-TZVPD.

As for the HOMO energy: -7.27 eV. The calculation puts the energy above the lowest of the compared OMol25 structures with the same formula, charge and spin at 3.003 eV. As for the structure (SMILES): CC1=C([O-])C[NH2+]1. For the HOMO-LUMO gap, the calculation gives 7.566 eV.

Geometry as XYZ:
```
13
Properties=species:S:1:pos:R:3:forces:R:3
H -0.08005 -0.66742 2.45603 0.1 0.0 -0.1
C -1.26414 0.36862 0.00542 -0.1 0.0 0.0
H -1.02952 -0.12176 -2.19496 0.1 0.1 0.1
C -0.68104 0.57919 -1.43284 -0.1 0.1 0.0
H 1.53185 -0.14350 1.96687 -0.1 0.0 -0.1
H -0.63445 1.59146 -1.83649 0.0 -0.1 0.1
C -0.02808 -0.06352 0.45207 -0.2 -0.4 0.2
H 1.06221 -0.69124 -1.34239 -0.1 0.5 0.4
H 0.91026 -1.72474 1.45289 0.0 0.1 0.1
C 0.63126 -0.67512 1.62536 0.0 -0.1 0.2
N 0.64965 0.12663 -0.85773 0.1 -0.2 0.1
O -2.39354 0.55094 0.43628 -0.1 0.0 -0.1
H 1.32559 0.87047 -0.73051 0.4 0.0 -0.7
```
Forces are in eV/Å.